Entry 1:
# C54H41AsCl2N4O8S2W

A molecular structure, C54H41AsCl2N4O8S2W (wB97M-V/def2-TZVPD, OMol25).

The geometry in XYZ format:
```
113
Properties=species:S:1:pos:R:3:mulliken_charge:R:1
W -0.21367 0.44878 -0.46565 0.818
As 2.30934 0.24344 0.59057 1.816
Cl -4.99312 -6.42628 -0.70180 -0.147
Cl 2.59038 -5.22710 -2.59927 -0.205
S -0.22884 1.14350 -3.35853 1.044
S 1.40507 0.44215 -2.24067 -0.158
O 0.04768 2.30292 -0.46024 0.262
O -0.24695 1.00960 1.69047 0.418
O -4.40838 3.89369 6.25391 -0.441
O -0.46623 0.34554 -4.50289 -0.597
O -1.15600 -1.05109 0.53261 0.513
O -0.18340 2.56369 -3.42146 -0.576
O -1.18797 0.71933 -2.19606 -0.527
O -0.41935 -1.58241 -1.38912 -0.868
N -2.19346 1.35353 0.02666 0.396
N 1.41582 -2.94211 0.39509 0.379
N -4.19919 5.80161 0.16630 -0.498
N -4.95122 5.93646 1.13211 -0.338
C -3.79804 -4.37003 0.54336 -1.229
C 5.53936 -2.27703 -0.14714 -0.816
C 2.57914 -1.28927 4.53961 -1.235
C 1.95316 -3.40123 -0.73369 -0.406
C -1.20920 -1.89830 -0.47136 0.518
C 2.27984 -1.25897 3.18380 0.528
C 0.74138 -3.80944 1.15490 0.173
C -4.54651 1.48732 0.35152 -1.605
C -4.51490 2.85975 0.35574 -0.482
C 3.30223 1.01256 4.44546 -0.379
C -0.87355 -1.50076 5.99632 -0.775
C -3.45728 5.42460 3.05546 -0.451
C 3.00211 1.06127 3.08917 0.140
C -1.05206 -1.87601 4.66912 -0.838
C -2.14872 -2.98934 -0.52549 0.495
C 3.19132 2.24007 2.21454 -0.215
C 2.93751 3.08601 -0.04949 -0.882
C -3.28247 3.52284 0.19977 1.081
C -1.82447 5.43776 -0.12861 -0.807
C -4.68574 5.37205 2.40770 -0.272
C 1.85834 -4.72859 -1.12572 -0.331
C 3.83750 -0.59130 -0.23233 1.170
C -0.49631 -0.20260 6.31156 -1.190
C -3.13958 -4.79354 -1.75827 -0.991
C 5.61685 -0.56376 -1.83680 -1.053
C 2.48588 -0.09025 2.47772 -0.460
C -3.36379 0.76022 0.18514 -0.183
C -4.43028 4.38738 5.00164 0.819
C -0.24150 1.32643 2.89463 0.628
C 6.14876 -1.70687 -1.25735 -0.640
C -0.70863 4.60592 -0.31938 -0.303
C -5.66767 4.34718 4.35231 -0.798
C 3.08867 -0.15809 5.16218 -1.251
C -3.07344 4.93566 0.15407 -0.019
C 4.38092 -1.72054 0.37160 -0.115
C 3.41823 4.32078 0.37121 -0.742
C 1.17498 -5.62840 -0.32533 -0.414
C -0.89022 3.25413 -0.24388 -0.398
C -5.79776 4.87015 3.08884 -0.216
C -3.33006 4.94930 4.35483 -0.328
C -0.84570 -0.95779 3.65772 1.048
C 0.59892 -5.15078 0.83951 -1.026
C 4.46365 0.00862 -1.32087 -0.166
C 3.78472 4.51036 1.69780 -1.177
C -2.15369 2.71343 0.01668 0.093
C 3.67172 3.47813 2.62117 -0.161
C 2.83596 2.06301 0.87569 0.855
C -0.30200 0.72336 5.30184 -0.814
C -2.25807 -3.73490 -1.70208 -0.551
C -3.90170 -5.10739 -0.63571 0.386
C -2.92067 -3.30859 0.59615 0.296
C -0.47142 0.35387 3.96448 0.115
C -0.07317 2.77895 3.22892 -1.861
C -3.21628 4.02334 7.00930 -0.599
H 4.16902 5.47036 2.01442 0.453
H -0.97295 -1.23558 2.62228 0.206
H -1.65443 -3.47078 -2.56053 0.587
H 0.10640 3.34957 2.32155 0.056
H -2.60616 5.89459 2.58202 0.520
H -0.00531 1.72997 5.56008 0.602
H -1.03260 -2.22186 6.78680 0.473
H 6.10457 -0.10568 -2.68617 0.466
H -1.71383 6.50998 -0.22334 0.535
H 2.64167 2.93290 -1.08069 0.418
H -2.38839 5.06564 4.87213 0.525
H 2.46835 -2.69262 -1.37146 0.505
H 3.90742 -2.16602 1.23515 0.202
H -6.51885 3.94964 4.88768 0.500
H -3.43307 3.60212 7.98611 0.286
H 7.05089 -2.14490 -1.66175 0.443
H 0.28180 -3.41305 2.05594 0.194
H 0.04785 -5.81016 1.49575 0.514
H 5.96653 -3.15481 0.31827 0.483
H -5.42976 3.42679 0.45731 0.700
H -4.40410 -4.64084 1.39594 0.471
H -2.93108 5.07114 7.12349 0.368
H -2.82445 -2.72543 1.50381 0.459
H 3.96870 3.64578 3.64802 0.501
H -6.76460 4.91175 2.60349 0.532
H -3.37840 -0.32117 0.18501 0.547
H 1.90065 -2.13514 2.68191 0.353
H 2.42257 -2.19593 5.10806 0.510
H 0.26189 5.02148 -0.55256 0.667
H -1.35380 -2.88829 4.43375 0.491
H 3.33560 -0.19012 6.21498 0.468
H -3.24785 -5.38066 -2.65894 0.482
H -5.47739 0.95147 0.46312 0.529
H -2.39601 3.46575 6.54736 0.075
H 4.08480 0.92411 -1.75235 0.334
H -0.35687 0.08578 7.34407 0.511
H 3.51716 5.13051 -0.33911 0.534
H 1.09698 -6.66796 -0.61275 0.520
H 0.75685 2.92695 3.91892 0.582
H 3.72076 1.87508 4.94723 0.482
H -0.98113 3.14017 3.71861 0.465
```

## Properties
Calculated total energy: -188370.9383 eV
Relative energy (zero: lowest compared OMol25 entry of this formula, charge and spin): 0.350 eV
M: 1267.744 g mol⁻¹
Kohn-Sham gap: 4.9 eV
Net charge: +2


Entry 2:
# C18H48BrF6PdSb2Si4Te

A molecular structure, C18H48BrF6PdSb2Si4Te (wB97M-V/def2-TZVPD, OMol25).

The geometry in XYZ format:
```
81
Properties=species:S:1:pos:R:3:mulliken_charge:R:1
Te -1.95111 3.17469 0.73308 -0.495
Sb -2.52462 -0.29096 0.08403 1.105
Sb 2.33391 0.98402 -0.98847 2.163
Pd -0.45032 1.05631 0.51134 0.230
Br -0.92773 1.79410 2.89951 -0.463
Si -0.52370 5.15148 0.37199 0.462
Si 1.04986 5.20673 -1.66237 0.361
Si 1.05826 5.52246 2.24828 0.107
Si -2.37962 6.69170 0.13730 0.205
F 1.40086 2.46940 -0.11776 -0.112
F 2.59906 2.03624 -2.50369 -0.545
F 1.73144 0.05771 0.59133 -0.668
F 2.93215 -0.60096 -1.73054 -0.499
F 0.50226 0.59988 -1.57938 -0.673
F 3.90450 1.52664 -0.16256 -0.515
C -3.63078 0.53312 -1.56449 0.506
C 0.11224 4.08792 -2.80712 -0.588
C 2.81118 4.80898 -1.27576 -0.702
C -3.61655 6.35178 1.49529 -0.996
C -3.15737 6.38208 -1.53198 -0.918
C 1.90771 7.09116 1.73285 -0.929
C 2.18686 4.09086 2.54850 -0.710
C -1.65732 -2.15506 -0.56777 0.561
C -5.07742 -0.96630 1.56822 -1.325
C -0.40773 -2.51714 0.22503 -1.265
C -3.66640 -0.48322 1.89605 0.391
C 0.84500 7.01058 -2.05384 -1.052
C -0.19345 5.80965 3.59969 -0.948
C -2.65823 1.05782 -2.61610 -1.377
C -2.73278 -3.23962 -0.50310 -1.299
C -2.93399 -1.38319 2.88494 -1.358
C -4.56985 -0.52736 -2.13697 -1.447
C -1.65168 8.39590 0.33227 -0.980
H -0.61786 -2.63365 1.28936 0.262
H -1.39467 -1.94147 -1.60663 0.355
H 2.92242 3.95844 1.75783 0.252
H -0.85181 6.65026 3.37555 0.240
H 2.73091 4.30613 3.47467 0.476
H 2.62060 6.93744 0.92281 0.245
H 2.95218 3.97241 -0.59807 -0.097
H -3.53449 5.35857 -1.60587 0.280
H 0.35586 6.05713 4.51454 0.448
H -3.48371 -1.38596 3.82805 0.466
H -1.99532 1.83380 -2.23108 0.087
H -2.48245 6.55406 -2.36977 0.288
H -1.92048 -1.04042 3.09618 0.253
H -0.03496 -3.47652 -0.13941 0.476
H -5.61538 -0.27578 0.91744 0.366
H 2.47033 7.46481 2.59451 0.459
H 1.45522 7.20008 -2.94539 0.464
H -4.35666 7.15719 1.48367 0.371
H -3.16588 6.33678 2.48880 0.315
H 3.28476 4.53184 -2.22376 0.414
H -3.70376 0.53789 2.28159 0.352
H -1.23331 8.54141 1.32982 0.294
H -4.01267 7.05105 -1.65868 0.421
H -3.63974 -2.98904 -1.05321 0.300
H -4.01157 -1.34072 -2.60317 0.341
H -3.00284 -3.48049 0.52496 0.257
H -2.32287 -4.14884 -0.94846 0.487
H -0.88526 4.48852 -2.99885 0.293
H 0.03466 3.06956 -2.43433 -0.182
H -2.03455 0.25884 -3.02206 0.328
H -0.79862 4.92656 3.80438 0.308
H -4.20865 1.35419 -1.13298 0.505
H 0.39464 -1.79134 0.10356 0.215
H -5.07724 -1.95577 1.10792 0.285
H -0.88601 8.63058 -0.40665 0.339
H -0.17677 7.30152 -2.28805 0.284
H -5.25102 -0.94740 -1.39683 0.347
H 3.33199 5.68490 -0.88832 0.469
H 1.65132 3.15303 2.68820 0.100
H 1.20274 7.87136 1.44341 0.252
H -5.64179 -1.04411 2.49976 0.474
H -2.88748 -2.41450 2.53588 0.258
H -4.15924 5.41608 1.35054 0.323
H -2.45849 9.12480 0.21262 0.452
H 0.65496 4.05123 -3.75778 0.504
H 1.23459 7.65163 -1.26190 0.332
H -5.17743 -0.06703 -2.91856 0.486
H -3.22676 1.48096 -3.44674 0.530
```

## Properties
2S+1: 2
Calculated total energy: -161141.6934 eV
Relative energy (zero: lowest compared OMol25 entry of this formula, charge and spin): 3.142 eV
M: 1048.358 g mol⁻¹
Kohn-Sham gap (alpha / beta): 5.6 / 5.4 eV
Net charge: +2